Entry 1:
Entry from the Open Molecules 2025 dataset: a structure of composition C25H19BrHgN6O4S in a non-equilibrium geometry (ωB97M-V/def2-TZVPD).

XYZ file:
```
57
Properties=species:S:1:pos:R:3:mulliken_charge:R:1
Hg -1.00822 -16.60228 12.80631 1.0734
N 2.73217 -19.00549 13.61131 -0.4517
C 1.96623 -18.39615 12.66945 0.3942
S 0.26321 -18.58280 12.86122 -0.4721
N 2.57991 -17.74989 11.67438 -0.8910
N 1.91938 -16.96967 10.86660 0.2835
C 2.22112 -17.03269 9.55387 -0.0670
C 3.12115 -18.11524 9.13301 0.4117
C 4.09521 -17.92051 8.14533 -0.4674
C 5.13764 -18.83711 8.03828 -0.7974
C 4.95253 -20.10150 8.55280 -0.2204
C 3.80526 -20.40653 9.31650 -0.7044
C 2.88316 -19.40126 9.58354 -0.1986
C 1.67803 -15.88911 8.75544 0.4966
C 1.74278 -15.69545 7.33757 -0.6550
C 1.22367 -14.53022 6.85197 -0.3270
C 0.48519 -13.66251 7.65196 -0.6709
C 0.57903 -13.85808 9.03202 -0.0336
N 1.19031 -14.89085 9.52621 -0.3793
H 2.31390 -19.54527 14.37052 0.2542
H 3.58911 -19.46762 13.26636 0.2447
H 4.23091 -16.93988 7.68807 0.4346
H 5.94963 -18.61164 7.38401 0.3804
H 5.65203 -20.90128 8.25079 0.3145
H 3.62541 -21.44825 9.70146 0.3160
H 2.02167 -19.64147 10.10973 0.6391
H 2.11369 -16.49754 6.69857 0.5111
H 1.30878 -14.28244 5.77708 0.3392
H 0.11644 -12.70169 7.34293 0.3588
H 0.14502 -13.12484 9.67885 0.4371
O -2.29745 -15.61369 11.29850 -0.8356
C -3.00889 -14.54432 11.51369 -0.2985
C -3.62674 -14.13407 12.71525 0.5788
C -4.70254 -13.23494 12.75939 -0.9115
C -5.30492 -12.94434 13.96167 0.3008
C -5.01969 -13.55316 15.18440 -0.5229
C -3.96479 -14.47267 15.14870 -0.5570
C -3.17952 -14.71096 13.98953 0.4701
O -2.09621 -15.31650 14.19313 -0.8658
N -6.21099 -11.79514 14.16046 0.8991
O -6.39632 -11.00047 13.25431 -0.6154
O -6.75997 -11.65171 15.31284 -0.6479
H -3.10565 -13.88470 10.65418 0.3105
H -5.02886 -12.66625 11.86500 0.3508
H -5.62747 -13.27086 16.04696 0.4416
H -3.57274 -14.94755 16.03861 0.3504
Br 0.29055 -15.47099 23.28028 -0.1833
C 0.67083 -15.02823 21.49295 0.3290
C 1.80702 -14.19801 21.40790 -0.2758
C 2.08737 -13.64779 20.15887 -0.3671
N 1.39867 -14.02871 19.10325 -0.5108
C 0.38911 -14.85455 19.15134 -0.2743
C -0.09202 -15.34366 20.39292 -0.2590
H 2.47019 -13.97859 22.28522 0.3475
H 2.87947 -12.96173 19.98275 0.3972
H -0.11831 -15.02417 18.18518 0.4634
H -1.00000 -16.01018 20.40769 0.3325
```

The multiplicity is 2. As for the HOMO-LUMO gap (alpha / beta): 4.177 / 6.779 eV. The calculation puts the total energy at -128411.5616 eV. For the HOMO energy (alpha / beta), the calculation gives -0.0815 / -0.1769 Ha. For the LUMO energy (alpha / beta), the calculation gives 0.072 / 0.072 Ha. Its net charge is -1.

***

Entry 2:
Entry from the Open Molecules 2025 dataset: a structure of composition C25H19ClN5OSTm in a non-equilibrium geometry (ωB97M-V/def2-TZVPD).

XYZ file:
```
53
Properties=species:S:1:pos:R:3:mulliken_charge:R:1
Tm 0.05770 -0.07482 0.53457 0.6561
Cl -4.39433 1.11686 6.32190 -0.1730
C -3.53060 0.61054 4.91900 -0.0327
C -3.59785 -0.72048 4.50067 -0.4450
C -2.91808 -1.13490 3.37385 -0.7073
C -2.14554 -0.24392 2.63925 0.3683
O -1.50740 -0.66137 1.53546 -0.4188
C -2.05986 1.09688 3.06373 0.4345
C -1.27734 2.11761 2.42037 0.6232
N -0.42358 1.96126 1.45431 -0.1835
C 0.29711 3.07573 0.90641 1.1346
C 0.24727 4.35695 1.38445 -0.9164
C 1.00043 5.39538 0.80116 -1.0967
C 1.81385 5.14631 -0.26194 -0.9241
C 1.89954 3.83509 -0.78322 0.8938
C 2.72753 3.51476 -1.88126 -0.4893
C 2.77812 2.23442 -2.35833 -1.0878
C 1.99160 1.26245 -1.73665 0.2305
N 1.20390 1.51580 -0.70433 0.0315
C 1.14051 2.79773 -0.20769 0.2136
C -2.77865 1.50384 4.20579 -1.1328
H -4.19634 -1.42279 5.06693 0.4351
H -2.97644 -2.16043 3.03428 0.4493
H -1.44028 3.11551 2.81962 0.2704
H -0.37083 4.60707 2.23636 0.3161
H 0.92736 6.39275 1.21360 0.4213
H 2.40031 5.93580 -0.71515 0.4397
H 3.32200 4.29828 -2.33693 0.4735
H 3.40531 1.96293 -3.19546 0.4305
H 2.01196 0.23776 -2.08834 0.3593
H -2.72546 2.53601 4.53108 0.4384
C 3.46453 -4.51921 -0.05015 -0.8572
N 2.33809 -4.19610 -0.93202 0.1842
C 1.91711 -4.98196 -1.98693 -0.5964
C 0.87658 -4.36842 -2.55183 -0.3935
N 0.64740 -3.18041 -1.83686 0.3334
C 1.57657 -3.09832 -0.82691 0.2803
S 1.92252 -1.94981 0.38641 -0.3174
C -0.40921 -2.28411 -2.18660 1.1539
C -1.25407 -2.60489 -3.24460 -0.7811
C -2.28026 -1.74440 -3.57798 -0.7024
C -2.45601 -0.57040 -2.85897 -0.9210
C -1.57402 -0.33872 -1.83882 -0.1789
N -0.56905 -1.16308 -1.49844 0.1184
H 3.87259 -5.47280 -0.36894 0.3071
H 3.12223 -4.58987 0.97901 0.3688
H 4.22814 -3.74892 -0.12265 0.3596
H 2.39654 -5.91070 -2.24425 0.4607
H 0.29706 -4.68319 -3.39492 0.4467
H -1.13446 -3.51268 -3.80917 0.3443
H -2.94359 -1.99282 -4.39601 0.4505
H -3.24782 0.12985 -3.08228 0.4857
H -1.67278 0.57194 -1.25059 0.4419
```

The multiplicity is 3. As for the HOMO-LUMO gap (alpha / beta): 7.192 / 7.193 eV. The calculation puts the total energy at -88609.6283 eV. For the HOMO energy (alpha / beta), the calculation gives -0.4897 / -0.4896 Ha. For the LUMO energy (alpha / beta), the calculation gives -0.225 / -0.225 Ha. Its net charge is +2. The value obtained for the energy above the lowest of the compared OMol25 structures with the same formula, charge and spin is 0.0 kcal per mole.

***

Entry 3:
Entry from the Open Molecules 2025 dataset: an isolated molecule of C25H19ClO3 in a non-equilibrium geometry (ωB97M-V/def2-TZVPD).

XYZ file:
```
48
Properties=species:S:1:pos:R:3:mulliken_charge:R:1
C 3.58035 -0.75898 -3.52503 -1.4614
C 2.26203 -1.24425 -2.94870 0.8503
C 1.14768 -1.22272 -3.83456 -0.9366
C -0.11875 -1.27872 -3.27312 -0.7762
C -0.36505 -1.66473 -1.91800 -0.3779
C 0.76028 -1.93519 -1.11566 0.7906
C 0.56826 -2.52941 0.31593 -0.3770
O 1.03137 -3.63299 0.54296 -0.5729
C -0.29847 -1.92858 1.42924 -0.9857
C 0.29542 -0.76778 2.30459 -0.5722
C 1.22304 0.24493 1.58856 0.3936
C 2.43228 0.64783 2.16835 0.1048
C 3.30934 1.60888 1.43530 -0.8253
C 2.84234 2.17675 0.22003 -0.7280
C 1.70433 1.62345 -0.36932 -0.8025
C 0.73948 0.80523 0.34627 -0.4688
C -0.82627 0.07421 3.06041 1.5547
Cl -1.62683 -0.85624 4.35867 -0.1934
C -0.25288 1.23433 3.83199 -0.4761
O 0.54425 1.28040 4.77248 -0.5964
C -0.72437 2.49440 3.35232 0.5962
C -0.28025 3.76217 3.54324 -0.6307
C -1.12886 4.80898 3.09912 -0.4557
C -2.26965 4.55520 2.34980 -0.4377
C -2.64052 3.28554 2.02550 -0.5157
C -1.83096 2.24173 2.51025 0.4917
C -1.91042 0.74782 2.23107 -0.3414
O -2.44717 0.46071 1.12931 -0.6035
C 2.07725 -1.59236 -1.62798 -0.2345
H 4.29550 -1.51273 -3.48789 0.3793
H 3.83320 0.16876 -3.12952 0.3432
H 3.42657 -0.46593 -4.55266 0.3958
H 1.25812 -0.95716 -4.86387 0.3816
H -1.00158 -1.10722 -3.77158 0.5113
H -1.39660 -1.69806 -1.62333 0.4850
H -0.65008 -2.73506 2.04074 0.6536
H -1.13362 -1.61966 0.84972 0.3403
H 0.85013 -1.21730 3.12109 0.6940
H 2.64396 0.04884 3.08664 0.3920
H 4.31112 1.96268 1.71682 0.3896
H 3.47656 2.87452 -0.32896 0.4246
H 1.46918 1.84090 -1.43629 0.3871
H -0.14877 0.56108 -0.14648 0.8002
H 0.58719 3.99927 4.16327 0.4721
H -0.80715 5.90951 3.16015 0.2785
H -2.82428 5.40769 1.97479 0.3861
H -3.51818 2.95413 1.51148 0.5225
H 2.93201 -1.65434 -0.88666 0.3510
```

The multiplicity is 1. As for the HOMO-LUMO gap: 8.235 eV. The calculation puts the total energy at -44895.6635 eV. For the HOMO energy, the calculation gives -0.3282 Ha. For the LUMO energy, the calculation gives -0.026 Ha. The SMILES is Cc1cccc(C(=O)C[C@@H](c2ccccc2)C2(Cl)C(=O)c3ccccc3C2=O)c1. The value obtained for the energy above the lowest of the compared OMol25 structures with the same formula, charge and spin is 77.4 kcal per mole.

***

Entry 4:
Entry from the Open Molecules 2025 dataset: a structure of composition C25H20AsAuP2S6 (ωB97M-V/def2-TZVPD).

XYZ file:
```
55
Properties=species:S:1:pos:R:3:mulliken_charge:R:1
Au -0.02679 -0.49677 0.50713 0.1664
S 3.07585 0.92801 -0.16831 -0.5986
P 1.56852 2.18850 -0.04937 1.2568
C -0.00244 1.43805 -0.09845 -0.2974
P -1.57482 2.18063 -0.18723 1.0966
S -3.09549 0.93764 -0.26212 -0.5270
C -1.77645 3.30910 1.24899 0.2272
C -2.28013 2.74958 2.42299 -0.7537
C -2.33635 3.49711 3.58964 -0.8137
C -1.90502 4.81784 3.59884 -0.4869
C -1.40792 5.38483 2.43482 -0.9144
C -1.33740 4.63106 1.27125 0.4420
C -1.68955 3.26149 -1.65932 -0.1235
C -2.49454 4.39722 -1.68725 -0.1947
C -2.65174 5.12115 -2.86098 -0.7670
C -2.02414 4.70264 -4.02676 -0.4510
C -1.25224 3.54894 -4.01448 -0.5620
C -1.08822 2.83286 -2.83883 -0.2800
C 1.69776 3.42959 -1.40412 -0.2367
C 1.20516 4.72785 -1.30248 0.2605
C 1.28291 5.60560 -2.37507 -0.9394
C 1.86245 5.19512 -3.56650 -0.4068
C 2.36440 3.90477 -3.67607 -0.7191
C 2.28372 3.03051 -2.60228 -0.5697
C 1.79262 3.21454 1.45222 -0.0059
C 2.66494 4.30156 1.48572 -0.1861
C 2.85998 5.01105 2.66140 -0.6506
C 2.20222 4.62623 3.82369 -0.5363
C 1.35980 3.52520 3.80441 -0.5496
C 1.15221 2.82630 2.62364 0.2096
H -2.61786 1.72031 2.40953 0.3960
H -2.71522 3.04096 4.49623 0.3997
H -1.94524 5.39835 4.51317 0.3721
H -1.05671 6.41013 2.43347 0.3881
H -0.94273 5.08448 0.36948 0.3496
H -3.01698 4.70699 -0.79047 0.4855
H -3.27461 6.00823 -2.86676 0.3922
H -2.14242 5.27005 -4.94270 0.3781
H -0.76651 3.20835 -4.92083 0.3951
H -0.49292 1.92795 -2.82146 0.4153
H 0.76482 5.06227 -0.37142 0.4498
H 0.88337 6.60825 -2.27922 0.3924
H 1.91912 5.87620 -4.40775 0.3722
H 2.82276 3.57776 -4.60235 0.3732
H 2.68956 2.02766 -2.66687 0.3285
H 3.20465 4.58572 0.59079 0.4582
H 3.53602 5.85858 2.67383 0.3861
H 2.35643 5.17867 4.74355 0.3655
H 0.85402 3.20471 4.70674 0.4560
H 0.50302 1.96260 2.61505 -0.0704
S 1.48262 -3.33792 3.93735 -0.5740
As -0.26602 -2.88674 2.88919 0.3760
S -0.54043 -0.61774 2.73224 -0.3360
S 0.02819 -2.82787 0.66504 -0.4543
S -2.06942 -3.77464 3.46214 -0.5838
```

The multiplicity is 1. As for the HOMO-LUMO gap: 5.745 eV. The calculation puts the total energy at -174374.2758 eV. For the HOMO energy, the calculation gives -0.0756 Ha. For the LUMO energy, the calculation gives 0.136 Ha. Its net charge is -2. The value obtained for the energy above the lowest of the compared OMol25 structures with the same formula, charge and spin is 0.8 kcal per mole.

***

Among the records above, which one has the highest multiplicity?
C25H19ClN5OSTm

***

Which value of multiplicity does entry 1 give?
2

***

Which value of multiplicity does entry 2 give?
3

***

Look up the multiplicity of the second one.
3